Entry 1:
2 unconnected molecules or ions with the total composition C3H11NO2. Source: OMol25; level of theory: ωB97M-V/def2-TZVPD.

Structure (XYZ):
```
17
Properties=species:S:1:pos:R:3:forces:R:3:nbo_charge:R:1
H 0.751 0.852 -1.247 0.298 0.062 -0.056 0.17
O -3.012 3.957 2.965 0.092 -0.192 -0.205 -0.94
H 0.606 -3.411 -2.406 0.123 0.046 -0.136 0.37
H 2.472 -1.448 -1.297 0.168 -0.191 -0.315 0.18
H -2.870 4.708 3.546 -0.218 -0.056 0.099 0.47
C 0.706 0.387 -0.266 -1.004 -1.094 1.173 -0.06
H 2.151 -3.624 -1.773 -0.017 -0.123 -0.286 0.37
H -3.852 3.548 3.203 0.143 0.242 0.109 0.47
H 1.528 0.626 0.396 0.592 0.470 -0.366 0.16
H 1.000 -1.515 0.617 -0.481 -0.669 0.193 0.20
O -0.501 0.844 0.369 -0.154 0.314 0.044 -0.74
C 0.612 -1.165 -0.329 0.415 1.505 -1.645 -0.42
C 1.433 -1.700 -1.520 -0.114 0.588 0.754 -0.21
N 1.287 -3.117 -1.730 0.036 -0.219 0.519 -0.86
H 1.135 -1.105 -2.389 0.103 -0.076 -0.165 0.17
H -0.433 -1.347 -0.569 -0.127 -0.481 0.663 0.21
H -0.334 1.249 1.230 0.146 -0.125 -0.379 0.47
```
Forces are in eV/Å.

Total energy   -8873.667 eV
Multiplicity   1
Kohn-Sham gap   9.69 eV
Energy above the lowest of the compared OMol25 structures with the same formula, charge and spin   19.0 kcal/mol
Highest occupied orbital energy   -8.79 eV
Molecular weight   93.13 g/mol
SMILES   NCCCO.O

***

Entry 2:
3 unconnected molecules or ions with the total composition C3H11NO2. Source: OMol25; level of theory: ωB97M-V/def2-TZVPD.

Structure (XYZ):
```
17
Properties=species:S:1:pos:R:3:forces:R:3:nbo_charge:R:1
H -0.109 0.655 1.570 -0.265 0.007 0.285 0.21
C 0.189 1.074 0.622 0.383 0.363 -1.485 -0.26
C 1.793 -0.622 0.218 -0.606 0.765 -0.241 -0.04
H 1.846 2.348 0.000 0.077 0.128 -0.353 0.22
H -0.381 -2.469 -1.699 0.000 -0.084 -0.013 0.46
H -2.750 -1.497 -0.943 0.199 0.071 -0.169 0.49
H -3.440 -2.660 -0.308 -0.151 -0.082 0.085 0.46
N 0.766 -0.015 -0.189 -0.413 -0.421 0.684 -0.42
H 2.352 -0.185 1.048 0.399 -0.668 0.125 0.16
H -0.672 1.360 0.023 -0.371 0.044 0.470 0.21
O -0.832 -1.624 -1.697 -0.767 -0.520 -0.490 -0.99
C 1.078 2.304 0.755 -0.101 0.607 1.233 -0.64
H 2.008 -1.542 -0.317 0.780 0.073 0.232 0.18
H -0.320 -1.043 -1.117 0.560 0.501 0.209 0.49
H 1.550 2.413 1.731 0.422 -0.632 0.063 0.21
O -3.568 -1.724 -0.482 0.012 -0.037 0.053 -0.96
H 0.491 3.225 0.785 -0.158 -0.114 -0.688 0.22
```
Forces are in eV/Å.

Total energy   -8873.516 eV
Multiplicity   1
Kohn-Sham gap   10.82 eV
Energy above the lowest of the compared OMol25 structures with the same formula, charge and spin   22.4 kcal/mol
Highest occupied orbital energy   -10.20 eV
Molecular weight   93.13 g/mol
SMILES   C=NCC.O.O

***

Entry 3:
2 unconnected molecules or ions with the total composition C3H11NO2. Source: OMol25; level of theory: ωB97M-V/def2-TZVPD.

Structure (XYZ):
```
17
Properties=species:S:1:pos:R:3:forces:R:3:nbo_charge:R:1
H -0.539 0.360 -0.091 -0.012 0.070 -0.033 0.37
H -2.990 1.453 -0.421 0.881 1.060 -0.012 0.49
C 0.736 -0.557 1.713 -0.293 -1.804 0.185 -0.08
H 1.174 -0.238 -2.434 0.122 -0.301 0.547 0.20
H 1.564 -0.751 2.405 -0.192 0.152 -0.135 0.18
H -0.740 -1.725 1.158 -0.462 -0.025 -0.571 0.46
N 0.379 0.294 -0.509 0.018 -0.450 0.081 -0.65
H -0.581 -0.358 -2.370 0.134 -0.357 0.537 0.17
H 2.287 -0.362 0.141 -0.268 0.663 0.236 0.18
O -2.436 1.755 0.317 -0.773 -1.473 1.083 -0.98
H 1.291 -1.660 -0.082 -0.892 -0.290 0.026 0.18
C 1.219 -0.618 0.246 0.529 1.002 0.673 -0.25
C 0.289 0.163 -1.934 -0.130 0.547 -1.406 -0.42
H -1.807 2.461 0.225 -0.069 0.363 -1.102 0.50
H 0.129 0.273 2.086 0.862 0.851 -0.767 0.19
H 0.219 1.153 -2.377 -0.080 0.387 -0.058 0.19
O -0.194 -1.645 1.929 0.623 -0.395 0.715 -0.73
```
Forces are in eV/Å.

Total energy   -8873.097 eV
Multiplicity   1
Kohn-Sham gap   9.33 eV
Energy above the lowest of the compared OMol25 structures with the same formula, charge and spin   32.1 kcal/mol
Highest occupied orbital energy   -8.66 eV
Molecular weight   93.13 g/mol
SMILES   CNCCO.O

***

Entry 4:
3 unconnected molecules or ions with the total composition C3H11NO2. Source: OMol25; level of theory: ωB97M-V/def2-TZVPD.

Structure (XYZ):
```
17
Properties=species:S:1:pos:R:3:forces:R:3:nbo_charge:R:1
C 1.181 -0.652 0.710 -4.510 -0.426 0.415 -0.44
H 1.442 -1.253 -2.417 0.598 -0.263 -0.472 0.44
H 1.612 -0.896 1.609 1.732 -0.444 1.721 0.20
N -0.132 -0.045 1.116 2.711 -0.877 -3.615 -0.27
H -0.746 -1.674 -0.911 -1.046 -0.260 0.099 0.26
H -2.349 -1.489 -0.028 0.371 0.216 0.052 0.21
C -1.594 -1.010 -0.665 0.991 -0.879 0.418 -0.62
H -2.030 -0.767 -1.609 -0.269 0.336 -0.555 0.23
O 0.704 -0.987 -1.875 -0.137 0.749 0.315 -0.84
O 0.549 2.352 0.973 -1.761 -4.402 -3.742 -0.83
H 0.839 3.012 1.509 1.374 2.668 3.257 0.45
H 0.233 0.968 1.234 0.326 3.478 2.340 0.42
H -0.477 0.805 -0.772 0.750 0.821 -0.854 0.30
H -1.808 0.705 0.511 -0.111 1.221 -0.699 0.22
C -0.983 0.236 -0.017 -2.386 -2.184 2.466 -0.27
H 0.894 -1.493 0.073 0.639 -0.461 -0.347 0.27
H 1.659 0.021 0.039 0.728 0.706 -0.798 0.27
```
Forces are in eV/Å.

Total energy   -8865.326 eV
Multiplicity   1
Kohn-Sham gap   4.53 eV
Energy above the lowest of the compared OMol25 structures with the same formula, charge and spin   211.3 kcal/mol
Highest occupied orbital energy   -9.26 eV
Molecular weight   93.13 g/mol

***

Entry 5:
2 unconnected molecules or ions with the total composition C3H11NO2. Source: OMol25; level of theory: ωB97M-V/def2-TZVPD.

Structure (XYZ):
```
17
Properties=species:S:1:pos:R:3:forces:R:3:nbo_charge:R:1
O 0.526 1.594 -0.419 0.438 -0.641 -0.059 -0.75
H -1.043 0.852 0.612 -0.139 -0.342 0.159 0.18
H -1.755 2.954 -2.673 0.041 -0.058 -0.230 0.46
H -0.468 2.506 -2.023 -0.086 -0.254 -0.427 0.49
C 0.039 0.759 0.669 0.361 1.147 -0.629 -0.05
H -0.144 -1.403 2.456 -0.038 0.239 0.019 0.17
H -1.328 -1.665 1.176 -0.102 0.703 -0.177 0.19
N 0.190 -2.998 1.096 0.693 -0.229 -0.589 -0.85
H 0.380 1.254 1.581 -0.076 -0.262 0.191 0.17
H 1.186 -3.052 0.900 -0.174 0.186 0.086 0.35
C -0.263 -1.629 1.390 0.574 -1.374 0.812 -0.21
H 0.003 -3.719 1.777 -0.328 0.323 0.246 0.36
H 0.352 -0.979 -0.492 0.244 0.079 -0.079 0.22
H 1.604 -0.702 0.743 0.075 -0.154 0.145 0.20
C 0.535 -0.659 0.540 -1.157 -0.010 -0.407 -0.45
H 1.180 1.067 -0.912 -0.366 0.415 0.221 0.47
O -0.925 2.512 -2.888 0.039 0.232 0.717 -0.95
```
Forces are in eV/Å.

Total energy   -8874.033 eV
Multiplicity   1
Kohn-Sham gap   10.27 eV
Energy above the lowest of the compared OMol25 structures with the same formula, charge and spin   10.5 kcal/mol
Highest occupied orbital energy   -9.36 eV
Molecular weight   93.13 g/mol
SMILES   NCCCO.O

***

Entry 6:
2 unconnected molecules or ions with the total composition C3H11NO2. Source: OMol25; level of theory: ωB97M-V/def2-TZVPD.

Structure (XYZ):
```
17
Properties=species:S:1:pos:R:3:forces:R:3:nbo_charge:R:1
H 0.140 3.943 -0.528 -0.289 0.112 0.008 0.17
O -0.936 -1.346 -0.045 -0.313 -0.157 -0.375 -0.72
H -0.563 2.322 1.091 0.212 0.158 0.076 0.20
H -0.417 -4.437 0.116 0.013 -0.038 0.009 0.37
N -0.009 -3.516 0.089 -0.049 -0.343 -0.116 -0.86
H -1.817 -2.922 0.919 0.001 -0.202 0.009 0.15
H 1.195 2.060 1.152 0.261 0.252 -0.046 0.22
H 0.100 1.015 0.221 0.372 -0.250 0.019 0.22
C 0.397 2.912 -0.742 0.896 -0.395 0.207 -0.06
C -0.817 -2.526 0.733 -0.164 0.322 0.172 0.08
H -0.271 2.480 -1.493 -0.109 0.373 0.032 0.16
H 0.944 -3.563 0.412 0.042 0.110 0.009 0.37
H -0.419 -2.189 1.688 0.138 0.041 0.050 0.16
C 0.324 2.038 0.511 -1.134 -0.120 -0.299 -0.65
O 1.736 2.981 -1.271 -0.225 -0.133 -0.097 -0.73
H 1.814 2.363 -2.003 0.021 -0.003 0.118 0.47
H -1.402 -1.618 -0.853 0.327 0.272 0.223 0.46
```
Forces are in eV/Å.

Total energy   -8873.722 eV
Multiplicity   1
Kohn-Sham gap   10.79 eV
Energy above the lowest of the compared OMol25 structures with the same formula, charge and spin   17.7 kcal/mol
Highest occupied orbital energy   -9.96 eV
Molecular weight   93.13 g/mol
SMILES   CCO.NCO